{
  "formula": "C2HBrN2O",
  "method": "ωB97M-V/def2-TZVPD",
  "species": ["C", "C", "N", "N", "O", "Br", "H"],
  "positions_angstrom": [[0.33345, -0.20586, 0.13782], [3.24161, 0.12718, -0.00127], [1.08411, 1.02215, 0.09748], [2.28242, 0.87311, -0.02339], [0.89545, -1.27562, 0.03219], [5.01745, -0.09764, 0.00318], [-0.68391, -0.11747, 0.25634]],
  "forces_ev_per_angstrom": [[4.3583, -0.2162, -0.5588], [-1.7531, 2.3720, -0.2952], [-4.3840, 0.7131, 0.1262], [4.4579, -3.6389, 0.3485], [-0.3167, 0.2696, 0.1393], [0.0417, -0.1772, -0.0534], [-2.4041, 0.6775, 0.2934]],
  "homo_lumo_gap_ev": 8.27,
  "relative_energy_kj_mol": 249.75,
  "multiplicity": 1,
  "lumo_energy_ev": -0.7
}

---

{
  "formula": "C2HCdFO2",
  "method": "ωB97M-V/def2-TZVPD",
  "species": ["C", "C", "O", "O", "H", "Cd", "F"],
  "positions_angstrom": [[-0.36089, 0.07306, -0.58803], [0.95709, 0.23453, -0.56715], [2.02866, 0.18702, -1.13243], [-1.05964, -0.03124, 0.68812], [-0.27240, -0.01398, 1.51181], [-2.14443, -0.83443, -0.75041], [1.05077, 0.13452, 1.58582]],
  "forces_ev_per_angstrom": [[-0.9302, 0.9922, 3.6723], [6.3290, -0.7012, -2.3234], [-4.5055, 0.6068, 2.9629], [3.3972, 1.7318, 0.5078], [1.3224, 0.3689, -1.3341], [-4.9168, -2.9242, -3.2419], [-0.6962, -0.0743, -0.2437]],
  "homo_lumo_gap_ev": [8.16, 5.83],
  "relative_energy_kj_mol": 144.40,
  "multiplicity": 1,
  "lumo_energy_ev": [-2.0, -2.5]
}

---

{
  "formula": "C2HCeF6NO4S2",
  "method": "ωB97M-V/def2-TZVPD",
  "species": ["N", "S", "O", "C", "F", "F", "F", "S", "O", "O", "Ce", "O", "H", "C", "F", "F", "F"],
  "positions_angstrom": [[-1.76264, 0.73172, -0.45734], [-1.13734, -0.47253, -1.32047], [-0.76935, -0.10268, -2.72869], [-2.68454, -1.49582, -1.55380], [-3.71040, -0.73072, -1.89210], [-2.96773, -2.14146, -0.43155], [-2.47853, -2.38648, -2.51872], [-1.01103, 1.11341, 0.99170], [-0.50050, -0.26600, 1.54772], [-2.08632, 1.60848, 1.89155], [0.95275, -1.73257, 0.90002], [2.84465, -0.23953, 1.13642], [3.59334, -0.46671, 1.70668], [2.82854, 1.31409, 0.75236], [4.08124, 1.42684, 0.34041], [2.15936, 1.87025, -0.24033], [2.64851, 1.96973, 1.87615]],
  "forces_ev_per_angstrom": [[0.9235, -1.5303, 0.3469], [0.0649, 1.8767, -1.2667], [-0.1332, -0.8531, 2.3603], [-0.4395, 0.3143, -0.7425], [0.4229, -0.1121, 0.1675], [0.0839, -0.2541, 0.5854], [0.1649, -0.1488, 0.0274], [-2.7315, 4.6444, -0.2764], [3.0255, -5.1059, 0.2136], [1.8201, -1.2554, -1.4773], [-3.2058, 2.2835, 0.0589], [-2.4933, 1.3860, -1.4001], [0.4717, 0.8781, -0.0406], [3.3933, 1.4292, 0.2651], [0.4648, -0.2526, 0.5726], [-1.3176, -2.3571, 1.2245], [-0.5146, -0.9428, -0.6185]],
  "homo_lumo_gap_ev": [5.27, 5.34],
  "total_charge": 1,
  "multiplicity": 2,
  "lumo_energy_ev": [-6.5, -6.4]
}

---

{
  "formula": "C2HCl2N2O",
  "method": "ωB97M-V/def2-TZVPD",
  "species": ["C", "C", "N", "N", "O", "Cl", "Cl", "H"],
  "positions_angstrom": [[0.46844, -0.42152, 2.11067], [-0.77452, 0.07817, -1.79549], [1.30782, 1.11639, 0.47386], [1.02579, 0.43288, 1.39281], [0.02294, -1.22077, 2.79752], [-0.97195, -1.56932, -1.78774], [0.59604, 0.90501, -1.67022], [-1.67456, 0.67915, -1.52140]],
  "forces_ev_per_angstrom": [[0.8049, 1.4535, -1.4503], [-1.7457, 0.6618, 1.0872], [1.4109, 1.9892, -0.6416], [-1.3522, -2.5193, 2.2913], [-0.2671, -0.5657, 0.6754], [0.3942, 0.1459, -0.3175], [0.1663, -0.5334, -0.9141], [0.5887, -0.6319, -0.7304]],
  "homo_lumo_gap_ev": [6.94, 6.00],
  "relative_energy_kj_mol": 483.83,
  "total_charge": 1,
  "multiplicity": 1,
  "lumo_energy_ev": [-6.9, -7.1]
}

---

{
  "formula": "C2HCl2N3",
  "method": "ωB97M-V/def2-TZVPD",
  "species": ["C", "C", "N", "N", "N", "Cl", "Cl", "H"],
  "positions_angstrom": [[-1.51217, -1.90469, -0.76559], [0.89033, 0.12305, 0.29657], [-0.43974, -1.96522, -0.23582], [1.48046, -1.04844, 0.36850], [0.74566, -2.12510, 0.06069], [-3.13919, -1.68149, -0.41706], [1.79365, 1.47207, 0.88330], [-0.16553, 0.36846, -0.18587]],
  "forces_ev_per_angstrom": [[0.6674, 0.3822, -0.0256], [-0.1745, -1.1337, -0.7532], [-2.0313, 0.2457, -0.6492], [-1.0770, 3.9551, 0.3091], [0.1167, -2.4402, -0.0746], [0.5144, -0.2955, 0.2121], [-0.3475, -0.1652, -0.3345], [2.3319, -0.5484, 1.3159]],
  "homo_lumo_gap_ev": [7.71, 7.71],
  "relative_energy_kj_mol": 228.85,
  "multiplicity": 1,
  "lumo_energy_ev": [-1.0, -1.0]
}

---

{
  "formula": "C2HCl2NO2",
  "method": "ωB97M-V/def2-TZVPD",
  "species": ["C", "C", "N", "O", "O", "Cl", "Cl", "H"],
  "positions_angstrom": [[1.14199, -0.84058, -0.97632], [0.12795, -0.12120, -0.14920], [1.99599, -1.18373, -1.66572], [-0.68497, 0.65238, 1.89373], [0.23526, -0.10792, 1.13599], [-1.53553, -0.97000, -0.73713], [0.06140, 1.53855, -0.87438], [-1.34209, 1.03250, 1.37304]],
  "forces_ev_per_angstrom": [[0.2516, 0.5585, 1.3192], [-2.1716, 0.2353, -3.9539], [-0.4600, -0.1612, 0.2563], [2.1254, -1.0839, 2.3209], [1.1187, -0.9105, 1.7576], [1.0925, 0.6026, 0.6267], [-0.0715, -0.1311, 0.2228], [-1.8852, 0.8903, -2.5496]],
  "homo_lumo_gap_ev": 10.96,
  "relative_energy_kj_mol": 110.37,
  "multiplicity": 1,
  "smiles": "N#CC(Cl)(Cl)OO",
  "lumo_energy_ev": -0.7
}

---

{
  "formula": "C2HCl2OP",
  "method": "ωB97M-V/def2-TZVPD",
  "species": ["C", "C", "O", "P", "Cl", "Cl", "H"],
  "positions_angstrom": [[1.15831, 0.12544, -0.03876], [1.02066, -1.12028, 0.16107], [0.72667, -2.25245, 0.24383], [-1.76715, 1.58064, -0.42701], [-2.64257, -0.32497, -0.36600], [-0.28988, 1.12768, 0.84258], [1.79395, 0.86393, -0.41572]],
  "forces_ev_per_angstrom": [[-0.7309, 1.8483, 0.9355], [-0.6886, -2.7458, -0.6176], [0.5200, 0.9491, 0.3711], [-0.5295, -0.4597, -0.1659], [-0.0930, 0.4313, -0.1362], [0.5759, -0.2444, 0.1376], [0.9461, 0.2212, -0.5245]],
  "homo_lumo_gap_ev": [6.67, 6.27],
  "relative_energy_kj_mol": 242.96,
  "multiplicity": 1,
  "lumo_energy_ev": [-1.4, -1.6]
}

---

{
  "formula": "C2HCl4OPS",
  "method": "ωB97M-V/def2-TZVPD",
  "species": ["C", "C", "O", "P", "S", "Cl", "Cl", "Cl", "Cl", "H"],
  "positions_angstrom": [[2.39121, -0.34694, -1.85413], [2.74538, -0.88844, -0.82949], [-2.88945, -2.40511, 0.34866], [-1.71002, -1.55094, 0.26477], [-1.31807, -0.33702, 1.94386], [1.78709, 0.46651, -3.09164], [3.23176, -1.59061, 0.58802], [-1.63941, -0.32005, -1.35384], [-0.11541, -2.68792, -0.10468], [-0.00839, -0.15777, 1.43387]],
  "forces_ev_per_angstrom": [[0.7851, -1.3037, 2.6750], [-0.2459, 0.5323, -0.9412], [-0.2413, 0.5776, 0.2018], [-0.2887, -0.0942, -0.1191], [1.4809, -0.4054, -1.3344], [-0.4449, 0.6465, -1.2489], [-0.0788, 0.1653, -0.4630], [-0.1307, -0.0272, 0.3320], [0.5735, -0.0920, 0.1792], [-1.4092, 0.0006, 0.7186]],
  "homo_lumo_gap_ev": 9.75,
  "relative_energy_kj_mol": 162.61,
  "multiplicity": 1,
  "smiles": "O=P(S)(Cl)Cl.ClC#CCl",
  "lumo_energy_ev": -0.2
}

---

{
  "formula": "C2HClFN",
  "method": "ωB97M-V/def2-TZVPD",
  "species": ["C", "C", "H", "N", "F", "Cl"],
  "positions_angstrom": [[-0.19427, 0.33753, -0.05798], [0.62115, -0.53250, 0.65835], [-0.53772, 1.21934, 0.32935], [1.03766, -1.51800, 1.14683], [-1.33809, -0.46248, -0.31027], [0.41126, 0.95611, -1.76626]],
  "forces_ev_per_angstrom": [[-2.2110, -0.8536, -4.4620], [2.8222, -4.3509, 2.1788], [-0.4640, 2.0348, 1.5014], [-0.8044, 3.0959, -1.1580], [0.8828, 1.0463, -0.0153], [-0.2256, -0.9724, 1.9551]],
  "homo_lumo_gap_ev": 11.72,
  "relative_energy_kj_mol": 63.08,
  "multiplicity": 1,
  "smiles": "N#C[C@H](F)Cl",
  "lumo_energy_ev": -0.4
}

---

{
  "formula": "C2HClIO2P",
  "method": "ωB97M-V/def2-TZVPD",
  "species": ["C", "C", "O", "O", "P", "Cl", "I", "H"],
  "positions_angstrom": [[0.05910, -0.32234, 0.38276], [1.25240, -0.93083, 0.68157], [-0.94947, -0.57647, 1.32826], [1.23209, -1.59531, 1.82201], [-0.43230, -1.24149, 2.71313], [0.31191, 0.33238, 3.67292], [2.90229, -1.04862, -0.55698], [-0.27759, 0.57412, -0.24919]],
  "forces_ev_per_angstrom": [[0.5305, 1.8303, -0.7218], [-2.6387, 1.2931, -0.5994], [-0.0558, -0.6071, 0.5952], [-1.3418, -0.9127, 1.7751], [2.1746, -0.6759, -2.6319], [0.3076, 0.9609, 0.8609], [-0.1050, 0.1015, 0.2072], [1.1286, -1.9900, 0.5147]],
  "homo_lumo_gap_ev": 8.23,
  "relative_energy_kj_mol": 65.83,
  "multiplicity": 1,
  "smiles": "ClP1OC=C(I)O1",
  "lumo_energy_ev": -0.3
}

---

Number 1: total energy -2835.44501 Ha. Number 2: total energy -494.67325 Ha. Number 3: total energy -2302.82349 Ha. Number 4: total energy -1181.44520 Ha. Number 5: total energy -1161.28524 Ha. Number 6: total energy -1202.27312 Ha. Number 7: total energy -1413.66948 Ha. Number 8: total energy -2732.35885 Ha. Number 9: total energy -691.56914 Ha. Number 10: total energy -1326.53360 Ha.